(1)
DFT (wB97M-V/def2-TZVPD) results for a 2-piece molecular cluster, C2H5N3 overall in a non-equilibrium geometry.

Its multiplicity is 1. For the max |F|, the calculation gives 0.024 Eh/bohr. The calculation puts the energy above the lowest of the compared OMol25 structures with the same formula, charge and spin at 25.2 kcal/mol. Its HOMO energy is -0.3547 hartree. As for the energy: -6623.8460 eV. The calculation puts the gap between HOMO and LUMO at 10.60 eV. The SMILES is N=C=N.C=N. The LUMO energy comes out at 0.95 eV.

Last column: Mulliken charge in e.
Geometry (Å):
C: -0.754 -0.044 1.556  0.400
C: 0.462 0.251 -1.550  -0.280
N: -1.929 -0.314 1.659  -0.509
N: 1.466 -0.226 -0.977  -0.483
N: 0.443 -0.001 1.622  -0.513
H: 0.017 -0.108 -2.487  0.252
H: -0.031 1.107 -1.099  0.269
H: -2.685 0.315 1.840  0.247
H: 1.895 -1.029 -1.437  0.201
H: 1.115 0.049 0.874  0.415

***

(2)
DFT (wB97M-V/def2-TZVPD) results for C2H5N3 as an isolated structure in a non-equilibrium geometry.

Its multiplicity is 1. For the max |F|, the calculation gives 0.053 Eh/bohr. The calculation puts the energy above the lowest of the compared OMol25 structures with the same formula, charge and spin at 111.6 kcal/mol. Its HOMO energy is -0.2950 hartree. As for the energy: -6620.0980 eV. The calculation puts the gap between HOMO and LUMO at 8.83 eV. The LUMO energy comes out at 0.80 eV.

Last column: Mulliken charge in e.
Geometry (Å):
C: 0.842 -1.943 0.036  -0.546
C: -0.126 -1.407 0.578  0.129
N: 0.164 1.091 -0.841  -0.305
N: -0.723 -0.393 1.186  -0.397
N: -0.917 1.021 0.008  -0.288
H: 1.618 -2.578 -0.233  0.381
H: 0.207 0.534 -1.668  0.259
H: 1.114 1.226 -0.554  0.224
H: -1.597 -0.469 1.684  0.271
H: -0.953 1.734 0.732  0.272

***

(3)
DFT (wB97M-V/def2-TZVPD) results for a 2-piece molecular cluster, C2H5N3 overall in a non-equilibrium geometry.

Its multiplicity is 1. For the max |F|, the calculation gives 0.132 Eh/bohr. The calculation puts the energy above the lowest of the compared OMol25 structures with the same formula, charge and spin at 95.7 kcal/mol. Its HOMO energy is -0.3945 hartree. As for the energy: -6620.7892 eV. The calculation puts the gap between HOMO and LUMO at 9.35 eV. The LUMO energy comes out at -1.39 eV.

Last column: Mulliken charge in e.
Geometry (Å):
C: -2.456 0.406 0.069  0.062
C: 0.348 0.214 -0.147  -0.247
N: -3.442 0.296 0.630  -0.321
N: 0.233 -0.936 0.739  -0.630
N: -0.703 0.383 -0.994  -0.340
H: 1.287 0.101 -0.869  0.327
H: 0.865 0.949 0.570  0.295
H: -0.630 -0.722 1.353  0.272
H: -0.073 -1.707 0.220  0.276
H: -0.906 1.420 -1.307  0.306

***

(4)
DFT (wB97M-V/def2-TZVPD) results for one molecule with the formula C2H5N3O.

Its multiplicity is 1. For the max |F|, the calculation gives 0.018 Eh/bohr. The calculation puts the energy above the lowest of the compared OMol25 structures with the same formula, charge and spin at 35.2 kcal/mol. Its HOMO energy is -0.3755 hartree. As for the energy: -8672.1159 eV. The calculation puts the gap between HOMO and LUMO at 11.18 eV. The SMILES is [H]/N=C/NC(N)=O. The LUMO energy comes out at 0.97 eV.

Last column: Mulliken charge in e.
Geometry (Å):
N: -1.764 -0.319 0.243  -0.468
C: -0.691 -0.129 -0.574  0.754
O: -0.257 -1.013 -1.294  -0.575
N: 0.068 1.077 -0.560  -0.498
C: 1.312 0.377 -0.257  0.016
N: 1.324 -0.153 0.890  -0.572
H: -1.939 -1.297 0.441  0.245
H: -1.994 0.319 0.986  0.222
H: -0.107 1.722 0.208  0.298
H: 2.024 0.293 -1.081  0.352
H: 2.022 -0.876 0.998  0.225

***

(5)
DFT (wB97M-V/def2-TZVPD) results for one molecule with the formula C2H5N3O.

Its multiplicity is 1. For the max |F|, the calculation gives 0.010 Eh/bohr. The calculation puts the energy above the lowest of the compared OMol25 structures with the same formula, charge and spin at 30.1 kcal/mol. Its HOMO energy is -0.3199 hartree. As for the energy: -8672.3366 eV. The calculation puts the gap between HOMO and LUMO at 9.46 eV. The LUMO energy comes out at 0.76 eV.

Last column: Mulliken charge in e.
Geometry (Å):
N: 1.207 -0.254 1.793  -0.475
C: 1.154 -0.279 0.405  0.485
O: 2.126 -0.432 -0.292  -0.497
N: -0.143 -0.031 -0.091  -0.079
C: -0.368 0.023 -1.436  -0.419
N: -1.590 0.470 -1.715  -0.213
H: 2.102 -0.570 2.139  0.261
H: 0.428 -0.646 2.304  0.229
H: -0.827 0.262 0.611  0.266
H: -1.822 0.635 -2.682  0.261
H: -2.266 0.822 -1.037  0.179

***

(6)
DFT (wB97M-V/def2-TZVPD) results for a 2-piece molecular cluster, C2H5N3O overall in a non-equilibrium geometry.

Its multiplicity is 1. For the max |F|, the calculation gives 0.161 Eh/bohr. The calculation puts the energy above the lowest of the compared OMol25 structures with the same formula, charge and spin at 85.3 kcal/mol. Its HOMO energy is -0.3886 hartree. As for the energy: -8669.9451 eV. The calculation puts the gap between HOMO and LUMO at 11.08 eV. The SMILES is [H]/N=C\O.N#CN. The LUMO energy comes out at 0.51 eV.

Last column: Mulliken charge in e.
Geometry (Å):
C: -2.182 0.594 0.559  0.509
C: 1.742 -0.464 -0.271  0.051
N: -2.824 -0.248 0.880  -0.390
N: -1.666 1.616 -0.040  -0.621
N: 0.517 -0.301 -0.048  -0.457
O: 2.659 -1.443 0.048  -0.455
H: 2.187 0.260 -0.838  0.366
H: -1.875 1.526 -0.917  0.218
H: -0.733 1.410 -0.568  0.291
H: -0.027 -1.058 0.465  0.185
H: 2.202 -1.892 0.729  0.302

***

Q: The highest max |F| belongs to which entry?
A: number 6

***

Repeat the fifth record exactly.
DFT (wB97M-V/def2-TZVPD) results for one molecule with the formula C2H5N3O.

Its multiplicity is 1. For the max |F|, the calculation gives 0.010 Eh/bohr. The calculation puts the energy above the lowest of the compared OMol25 structures with the same formula, charge and spin at 30.1 kcal/mol. Its HOMO energy is -0.3199 hartree. As for the energy: -8672.3366 eV. The calculation puts the gap between HOMO and LUMO at 9.46 eV. The LUMO energy comes out at 0.76 eV.

Last column: Mulliken charge in e.
Geometry (Å):
N: 1.207 -0.254 1.793  -0.475
C: 1.154 -0.279 0.405  0.485
O: 2.126 -0.432 -0.292  -0.497
N: -0.143 -0.031 -0.091  -0.079
C: -0.368 0.023 -1.436  -0.419
N: -1.590 0.470 -1.715  -0.213
H: 2.102 -0.570 2.139  0.261
H: 0.428 -0.646 2.304  0.229
H: -0.827 0.262 0.611  0.266
H: -1.822 0.635 -2.682  0.261
H: -2.266 0.822 -1.037  0.179

***

Q: Which formula does entry 3 have?
A: C2H5N3